Here is a structure of composition C19H41F3N5NiO7 in a non-equilibrium geometry from OMol25. Energies are from wB97M-V/def2-TZVPD.

Calculated values
**Largest force on an atom**: 0.0657 hartree/bohr
**Total energy**: -3356.82281 a.u.
**Highest occupied orbital energy (alpha / beta)**: -9.9 / -9.8 eV
**LUMO energy (alpha / beta)**: -1.8 / -1.8 eV
**Gap between HOMO and LUMO (alpha / beta)**: 8.0 / 8.0 eV

The geometry in ORCA input format:
```
! wB97M-V def2-TZVPD RIJCOSX def2/J DEFGRID3
* xyz 1 3
Ni -0.171 -0.034 -0.142
C 0.672 3.062 1.303
O 1.324 3.825 0.302
O 0.176 1.901 0.717
C 1.677 2.876 2.465
F 2.801 2.294 2.066
F 2.022 4.048 3.027
F 1.203 2.055 3.407
C 1.354 5.240 0.491
C 1.994 5.712 -0.792
H 2.046 6.801 -0.785
H 3.031 5.456 -1.012
H 1.443 5.431 -1.689
H 1.991 5.582 1.307
H 0.370 5.708 0.467
H -0.184 3.614 1.690
C 2.369 -2.413 2.133
C 1.146 -1.656 2.386
O 0.555 -1.065 1.468
N 0.666 -1.746 3.624
C -0.571 -1.126 4.096
H 3.199 -1.920 2.639
H 2.596 -2.526 1.073
H 2.360 -3.400 2.597
H 1.269 -2.173 4.312
H -1.105 -1.846 4.715
H -1.285 -0.824 3.330
H -0.359 -0.294 4.767
C -0.367 -3.953 0.275
C -0.528 -3.127 -0.994
O -0.622 -1.924 -0.905
N -0.420 -3.762 -2.186
C 0.036 -5.143 -2.328
H 0.679 -4.251 0.348
H -0.924 -4.888 0.331
H -0.673 -3.398 1.161
H -0.404 -3.083 -2.933
H 0.154 -5.757 -1.435
H 0.984 -5.087 -2.863
H -0.733 -5.523 -3.000
C -2.624 -0.174 -3.143
C -1.789 1.013 -2.637
O -0.841 0.764 -1.912
N -2.176 2.240 -2.959
C -1.540 3.501 -2.516
H -3.114 -0.085 -4.112
H -3.326 -0.529 -2.389
H -1.947 -1.015 -3.294
H -2.877 2.315 -3.682
H -0.806 3.449 -1.712
H -2.270 4.281 -2.299
H -1.025 3.910 -3.385
C -3.715 -1.805 0.849
C -3.213 -0.364 0.951
O -2.106 -0.158 0.505
N -4.028 0.590 1.432
C -3.693 1.974 1.554
H -3.894 -1.962 -0.215
H -4.586 -2.017 1.469
H -2.969 -2.556 1.110
H -4.921 0.270 1.779
H -3.088 2.283 0.701
H -3.090 2.108 2.453
H -4.580 2.597 1.664
C 3.744 0.545 -0.559
C 2.888 -0.520 -1.136
O 1.672 -0.388 -1.105
N 3.430 -1.624 -1.518
C 2.712 -2.792 -2.065
H 3.278 1.522 -0.693
H 4.746 0.607 -0.984
H 3.725 0.289 0.500
H 4.426 -1.709 -1.374
H 2.416 -3.496 -1.287
H 3.476 -3.278 -2.672
H 1.932 -2.474 -2.756
*
```

Mulliken atomic charge list, values in e, 4 entries: Ni 3.1820; C -0.6822; O -0.0722; O -1.0170